1.
{
  "formula": "C27H73N3O11",
  "method": "the ωB97M-V functional and the def2-TZVPD basis",
  "species": ["C", "C", "C", "C", "C", "C", "N", "O", "C", "C", "C", "H", "H", "H", "H", "H", "H", "H", "H", "H", "H", "H", "H", "H", "H", "H", "H", "H", "H", "H", "C", "C", "C", "C", "C", "C", "N", "O", "C", "C", "C", "H", "H", "H", "H", "H", "H", "H", "H", "H", "H", "H", "H", "H", "H", "H", "H", "H", "H", "H", "C", "C", "C", "C", "C", "C", "N", "O", "C", "C", "C", "H", "H", "H", "H", "H", "H", "H", "H", "H", "H", "H", "H", "H", "H", "H", "H", "H", "H", "H", "O", "H", "H", "O", "H", "H", "O", "H", "H", "O", "H", "H", "O", "H", "H", "O", "H", "H", "O", "H", "H", "O", "H", "H"],
  "xyz": [[1.321, 0.023, 2.398], [0.906, -0.499, 3.789], [2.239, -0.777, 4.605], [2.065, -0.740, 6.183], [1.275, 0.531, 6.560], [-0.055, 0.598, 5.857], [0.145, 0.579, 4.395], [-0.904, 1.014, 3.648], [-1.104, -0.492, 6.420], [-0.650, 2.002, 6.171], [0.145, -1.768, 3.644], [1.614, -0.841, 1.801], [2.013, 0.855, 2.529], [0.501, 0.414, 1.795], [2.601, -1.780, 4.379], [2.996, -0.060, 4.288], [3.067, -0.654, 6.603], [1.519, -1.553, 6.663], [1.882, 1.393, 6.282], [1.212, 0.667, 7.640], [-2.140, -0.246, 6.187], [-0.946, -1.521, 6.095], [-1.119, -0.441, 7.508], [-0.240, 2.408, 7.096], [-0.185, 2.701, 5.475], [-1.729, 2.135, 6.087], [0.563, -2.509, 2.962], [-0.880, -1.609, 3.311], [0.077, -2.286, 4.601], [-0.407, 1.713, 3.216], [6.670, -0.932, -3.656], [5.698, 0.075, -2.923], [6.552, 1.000, -2.026], [5.913, 2.331, -1.483], [5.365, 3.099, -2.621], [4.430, 2.293, -3.495], [4.992, 0.974, -3.874], [4.225, 0.315, -4.778], [3.085, 2.105, -2.640], [4.172, 3.117, -4.761], [4.800, -0.771, -1.933], [6.181, -1.338, -4.542], [7.083, -1.708, -3.012], [7.513, -0.436, -4.136], [6.954, 0.449, -1.176], [7.421, 1.304, -2.610], [6.757, 2.852, -1.031], [5.263, 2.128, -0.632], [5.976, 3.789, -3.202], [4.757, 3.838, -2.099], [3.290, 1.875, -1.595], [2.490, 3.016, -2.696], [2.461, 1.337, -3.095], [5.094, 3.181, -5.339], [3.402, 2.619, -5.351], [3.958, 4.147, -4.477], [5.337, -1.079, -1.036], [4.337, -1.635, -2.410], [4.012, -0.145, -1.514], [4.890, 0.027, -5.408], [-3.484, -3.818, 0.400], [-3.708, -2.311, -0.021], [-3.625, -2.374, -1.542], [-4.941, -2.842, -2.243], [-6.198, -2.078, -1.729], [-6.366, -2.081, -0.183], [-5.028, -1.620, 0.384], [-5.145, -1.479, 1.773], [-7.494, -1.165, 0.229], [-6.777, -3.536, 0.349], [-2.609, -1.322, 0.414], [-2.428, -4.083, 0.354], [-3.998, -4.430, -0.341], [-3.831, -4.046, 1.408], [-3.148, -1.562, -2.092], [-2.873, -3.078, -1.900], [-5.194, -3.897, -2.135], [-4.849, -2.601, -3.302], [-6.995, -2.603, -2.256], [-6.269, -1.072, -2.143], [-7.588, -1.151, 1.315], [-7.383, -0.101, 0.024], [-8.451, -1.516, -0.157], [-6.506, -3.578, 1.404], [-7.835, -3.771, 0.234], [-6.229, -4.268, -0.244], [-2.790, -1.064, 1.458], [-2.723, -0.397, -0.151], [-1.616, -1.757, 0.308], [-5.333, -2.383, 2.037], [-2.363, 3.669, -2.465], [-2.309, 3.337, -1.569], [-2.435, 4.618, -2.365], [-0.766, 3.233, 0.187], [-0.372, 4.003, -0.225], [-0.496, 3.287, 1.104], [-2.299, 1.314, -3.667], [-2.468, 2.228, -3.441], [-1.695, 1.007, -2.991], [-0.149, 0.700, -1.460], [-0.406, 1.327, -0.784], [0.109, 1.243, -2.205], [0.483, 1.263, -4.665], [0.302, 2.192, -4.807], [-0.376, 0.842, -4.708], [-3.339, 2.750, 0.385], [-2.455, 3.104, 0.287], [-3.321, 2.288, 1.223], [0.283, -2.265, -2.056], [0.804, -1.766, -2.686], [-0.104, -1.600, -1.486], [1.871, -0.980, -3.842], [2.758, -0.636, -3.947], [1.300, -0.257, -4.102]],
  "lowdin_spin": [0.02, 0.00, 0.00, 0.00, 0.00, 0.00, 0.00, 0.06, 0.00, 0.01, 0.00, 0.00, 0.02, 0.01, 0.00, 0.00, 0.00, 0.00, 0.00, 0.00, 0.00, 0.00, 0.00, 0.00, 0.01, 0.00, 0.00, 0.00, 0.00, 0.04, 0.00, 0.00, 0.00, 0.00, 0.00, 0.00, 0.00, 0.00, 0.01, 0.00, 0.00, 0.00, 0.00, 0.00, 0.00, 0.00, 0.00, 0.00, 0.00, 0.01, 0.01, 0.02, 0.00, 0.00, 0.00, 0.00, 0.00, 0.00, 0.00, 0.00, 0.00, 0.00, 0.00, 0.00, 0.00, 0.00, 0.00, 0.00, 0.00, 0.00, 0.00, 0.00, 0.00, 0.00, 0.00, 0.00, 0.00, 0.00, 0.00, 0.00, 0.00, 0.00, 0.00, 0.00, 0.00, 0.00, 0.00, 0.01, 0.00, 0.00, 0.06, 0.01, 0.02, 0.26, 0.10, 0.10, 0.01, 0.00, 0.00, 0.03, 0.02, 0.01, 0.01, 0.00, 0.00, 0.05, 0.02, 0.01, 0.00, 0.00, 0.00, 0.00, 0.00, 0.00],
  "total_charge": -1,
  "spin_multiplicity": 2,
  "lumo_ev": [2.30, 2.28],
  "homo_energy_ev": [-0.5765, -5.8028],
  "relative_energy_ev": 0.0000,
  "e_tot_ev": -56171.0457
}


2.
{
  "formula": "C27H74N5O11Ti",
  "method": "the ωB97M-V functional and the def2-TZVPD basis",
  "species": ["Ti", "N", "O", "O", "O", "C", "C", "O", "H", "H", "H", "H", "H", "H", "C", "C", "C", "O", "H", "H", "H", "H", "H", "H", "H", "H", "C", "C", "C", "O", "H", "H", "H", "H", "H", "H", "H", "H", "C", "C", "C", "O", "H", "H", "H", "H", "H", "H", "H", "H", "C", "C", "C", "O", "C", "N", "H", "H", "H", "H", "H", "H", "H", "H", "H", "H", "H", "C", "C", "C", "O", "C", "N", "H", "H", "H", "H", "H", "H", "H", "H", "H", "H", "H", "C", "C", "C", "O", "C", "N", "H", "H", "H", "H", "H", "H", "H", "H", "H", "H", "H", "C", "C", "C", "O", "C", "N", "H", "H", "H", "H", "H", "H", "H", "H", "H", "H", "H"],
  "xyz": [[-0.081, 0.060, 0.742], [1.970, 4.145, 0.774], [0.980, 3.915, 1.462], [1.835, 4.311, -0.458], [3.071, 4.124, 1.261], [3.615, 1.473, -3.398], [2.248, 2.122, -3.645], [1.173, 1.296, -3.245], [3.880, 1.386, -2.372], [4.415, 2.020, -3.827], [3.684, 0.480, -3.806], [2.136, 2.473, -4.667], [2.278, 2.981, -2.975], [1.561, 0.409, -3.071], [-5.534, 1.516, 0.925], [-6.348, 2.169, -0.183], [-5.729, 3.356, -0.922], [-6.458, 1.119, -1.207], [-5.382, 2.279, 1.646], [-4.536, 1.145, 0.609], [-6.191, 0.721, 1.339], [-7.330, 2.360, 0.219], [-4.771, 3.099, -1.368], [-5.584, 4.184, -0.279], [-6.362, 3.724, -1.729], [-6.973, 1.456, -1.926], [-1.369, -2.748, -5.531], [-0.593, -3.296, -4.339], [0.765, -2.574, -4.263], [-1.266, -3.041, -3.112], [-1.721, -1.722, -5.343], [-2.327, -3.311, -5.739], [-0.722, -2.765, -6.413], [-0.452, -4.370, -4.392], [0.655, -1.516, -4.158], [1.330, -2.795, -5.155], [1.398, -2.838, -3.403], [-2.206, -2.905, -3.241], [-2.241, 3.901, -2.037], [-0.746, 4.140, -2.187], [-0.325, 4.415, -3.617], [-0.431, 5.277, -1.426], [-2.827, 4.728, -2.427], [-2.495, 3.816, -0.962], [-2.590, 3.083, -2.709], [-0.285, 3.254, -1.735], [-0.373, 3.514, -4.269], [0.686, 4.799, -3.658], [-0.946, 5.210, -4.051], [0.396, 5.008, -0.951], [3.823, -0.011, 1.595], [3.114, 0.257, 0.244], [2.697, -1.065, -0.428], [1.677, -1.608, 0.391], [1.368, -2.936, -0.024], [1.948, 1.063, 0.483], [4.222, 0.916, 2.099], [4.680, -0.679, 1.500], [3.172, -0.385, 2.364], [3.785, 0.810, -0.356], [3.531, -1.785, -0.362], [2.299, -0.914, -1.444], [0.759, -2.824, -0.869], [0.673, -3.272, 0.761], [2.155, -3.650, -0.184], [2.041, 1.552, 1.361], [1.815, 1.762, -0.254], [3.270, -3.138, 5.545], [3.203, -3.363, 4.057], [4.570, -3.867, 3.477], [4.870, -5.170, 3.976], [6.160, -5.610, 3.429], [2.038, -4.254, 3.869], [3.401, -4.033, 6.192], [2.380, -2.639, 5.864], [4.155, -2.547, 5.819], [3.000, -2.468, 3.530], [5.241, -3.128, 3.848], [4.545, -3.862, 2.405], [6.165, -6.565, 3.937], [6.998, -4.934, 3.687], [6.110, -5.638, 2.291], [1.784, -4.325, 2.878], [2.320, -5.197, 4.087], [-2.595, 1.271, 3.212], [-1.304, 2.107, 2.864], [-0.055, 1.581, 3.504], [0.280, 0.294, 3.022], [0.568, -0.683, 4.027], [-1.227, 1.984, 1.409], [-3.505, 1.651, 2.710], [-2.746, 1.381, 4.276], [-2.261, 0.280, 2.962], [-1.394, 3.123, 3.285], [-0.276, 1.531, 4.575], [0.769, 2.251, 3.278], [1.459, -0.379, 4.600], [0.776, -1.612, 3.420], [-0.310, -0.869, 4.657], [-0.577, 2.708, 1.068], [-2.135, 2.284, 1.059], [-2.982, 0.219, -2.796], [-2.248, 0.086, -1.508], [-2.933, -0.957, -0.608], [-2.391, -0.822, 0.740], [-2.796, -1.819, 1.659], [-0.807, -0.172, -1.669], [-3.021, -0.781, -3.291], [-2.516, 0.975, -3.433], [-4.009, 0.576, -2.647], [-2.268, 1.063, -0.970], [-2.800, -2.010, -0.933], [-3.982, -0.798, -0.607], [-2.205, -1.687, 2.514], [-2.654, -2.819, 1.252], [-3.811, -1.722, 1.996], [-0.258, 0.667, -1.916], [-0.636, -0.984, -2.261]],
  "lowdin_spin": [2.44, 0.00, 0.00, 0.00, 0.00, 0.00, 0.00, 0.00, 0.00, 0.00, 0.00, 0.00, 0.00, 0.00, 0.00, 0.00, 0.00, 0.00, 0.00, 0.00, 0.00, 0.00, 0.00, 0.00, 0.00, 0.00, 0.00, 0.00, 0.00, 0.00, 0.00, 0.00, 0.00, 0.00, 0.00, 0.00, 0.00, 0.00, 0.00, 0.00, 0.00, 0.00, 0.00, 0.00, 0.00, 0.00, 0.00, 0.00, 0.00, 0.00, 0.00, 0.01, 0.01, 0.06, 0.03, 0.04, 0.00, 0.00, 0.00, 0.00, 0.00, 0.00, 0.00, 0.01, 0.00, 0.01, 0.01, 0.00, 0.00, 0.00, 0.00, 0.00, 0.00, 0.00, 0.00, 0.00, 0.00, 0.00, 0.00, 0.00, 0.00, 0.00, 0.00, 0.00, 0.00, 0.01, 0.01, 0.06, 0.02, 0.04, 0.00, 0.00, 0.00, 0.00, 0.00, 0.00, 0.00, 0.01, 0.00, 0.01, 0.01, 0.00, 0.02, 0.01, 0.05, 0.03, 0.04, 0.00, 0.00, 0.00, 0.01, 0.00, 0.00, 0.01, 0.00, 0.00, 0.01, 0.00],
  "total_charge": 0,
  "spin_multiplicity": 4,
  "lumo_ev": [0.34, 0.28],
  "homo_energy_ev": [-3.8447, -8.3265],
  "e_tot_ev": -82280.4115
}